A structure of composition C46H35F5N2O5PbS5. Source: the OMol25 dataset; level of theory: wB97M-V/def2-TZVPD.

CARTESIAN COORDINATES (ANGSTROEM)
Pb1 3.32 -1.67 -2.00
C1 -0.04 -1.73 7.28
C2 0.17 -1.59 5.79
C3 1.27 -0.91 5.28
C4 1.48 -0.81 3.91
C5 0.57 -1.39 3.05
C6 -0.53 -2.08 3.54
C7 -0.73 -2.17 4.91
S1 0.86 -1.32 1.27
O1 2.34 -1.41 1.08
C8 0.45 0.44 1.04
C9 1.55 1.29 0.81
C10 1.34 2.61 0.56
C11 0.02 3.14 0.50
C12 -0.22 4.49 0.17
C13 -1.49 4.97 0.06
C14 -2.59 4.11 0.28
C15 -2.39 2.81 0.62
C16 -1.08 2.28 0.74
C17 -0.85 0.90 1.02
C18 -2.01 0.02 1.35
C19 -2.62 0.20 2.64
C20 -2.10 1.12 3.59
C21 -2.64 1.23 4.84
C22 -3.76 0.44 5.20
C23 -4.28 -0.45 4.31
C24 -3.73 -0.60 3.01
C25 -4.23 -1.55 2.09
C26 -3.64 -1.72 0.88
C27 -2.52 -0.94 0.51
S2 -1.75 -1.43 -1.09
O2 -2.43 -2.70 -1.42
C28 -2.55 -0.17 -2.10
C29 -1.89 1.02 -2.39
C30 -2.47 1.92 -3.27
C31 -3.70 1.65 -3.87
C32 -4.30 2.61 -4.87
C33 -4.34 0.45 -3.56
C34 -3.76 -0.46 -2.70
H1 0.65 -1.09 7.84
H2 0.13 -2.76 7.60
H3 -1.06 -1.46 7.56
H4 1.98 -0.45 5.97
H5 2.35 -0.30 3.51
H6 -1.23 -2.54 2.84
H7 -1.61 -2.69 5.29
H8 2.54 0.85 0.77
H9 2.17 3.27 0.33
H10 0.63 5.14 -0.01
H11 -1.66 6.01 -0.20
H12 -3.60 4.49 0.15
H13 -3.24 2.15 0.76
H14 -1.23 1.71 3.32
H15 -2.22 1.92 5.55
H16 -4.19 0.53 6.19
H17 -5.13 -1.07 4.59
H18 -5.10 -2.15 2.37
H19 -3.98 -2.48 0.18
H20 -0.93 1.23 -1.95
H21 -1.94 2.84 -3.52
H22 -3.85 3.60 -4.79
H23 -5.38 2.70 -4.74
H24 -4.12 2.25 -5.89
H25 -5.29 0.22 -4.03
H26 -4.23 -1.42 -2.49
F1 2.20 5.18 -4.49
C35 2.03 3.86 -4.36
C36 1.91 3.28 -3.12
F2 1.93 4.06 -2.02
C37 1.74 1.91 -3.00
F3 1.59 1.43 -1.77
C38 1.62 1.05 -4.10
S3 1.26 -0.64 -3.95
C39 1.74 1.69 -5.34
F4 1.64 0.98 -6.47
C40 1.94 3.05 -5.48
F5 2.05 3.60 -6.70
N1 5.22 1.88 1.08
N2 4.87 0.99 0.01
H27 5.76 1.41 1.80
H28 4.37 2.21 1.51
H29 4.57 0.09 0.36
H30 5.69 0.79 -0.55
O3 6.88 -0.65 -1.64
S4 6.41 -2.02 -1.83
O4 5.40 -2.40 -0.80
O5 7.49 -2.99 -1.93
S5 5.35 -2.05 -3.63
C41 1.53 -6.55 -2.19
C42 2.28 -6.04 -3.24
C43 2.73 -4.72 -3.21
C44 2.46 -3.87 -2.14
C45 1.70 -4.41 -1.09
C46 1.24 -5.72 -1.10
H31 1.19 -7.58 -2.20
H32 2.51 -6.68 -4.09
H33 3.33 -4.35 -4.04
H34 1.47 -3.80 -0.22
H35 0.66 -6.11 -0.27

Calculated values
electronic energy: -134500.236 eV
lowest unoccupied orbital energy: 3.2 eV
ΔE to the lowest compared entry with this formula, charge and spin: 13.8 kJ/mol
2S+1: 1
frontier orbital gap: 0.180 hartree
total charge: -2
largest force on an atom: 0.49 eV/A

---

The molecule C6H14OSi in a non-equilibrium geometry. Source: the OMol25 dataset; level of theory: wB97M-V/def2-TZVPD.

CARTESIAN COORDINATES (ANGSTROEM)
C1 3.51 1.22 0.46
C2 2.13 1.58 0.08
C3 1.19 0.61 0.00
O1 -0.08 0.89 -0.32
Si1 -1.29 -0.30 -0.24
C4 -2.82 0.56 0.11
C5 -0.88 -1.39 1.24
C6 -1.22 -1.34 -1.83
H1 3.53 0.17 0.72
H2 4.27 1.36 -0.29
H3 3.83 1.80 1.28
H4 1.90 2.63 -0.01
H5 1.36 -0.47 0.06
H6 -3.78 0.13 -0.02
H7 -2.85 0.86 1.13
H8 -2.68 1.38 -0.57
H9 -0.22 -2.22 1.07
H10 -1.86 -1.93 1.46
H11 -0.59 -0.86 2.15
H12 -1.82 -2.22 -1.92
H13 -0.23 -1.71 -1.82
H14 -1.40 -0.75 -2.74

Calculated values
electronic energy: -16374.937 eV
lowest unoccupied orbital energy: 0.9 eV
ΔE to the lowest compared entry with this formula, charge and spin: 87.4 kJ/mol
2S+1: 1
frontier orbital gap: 0.334 hartree
SMILES: C/C=C/O[Si](C)(C)C
largest force on an atom: 2.33 eV/A

---

The molecule C18H21BrFN3 in a non-equilibrium geometry. Source: the OMol25 dataset; level of theory: wB97M-V/def2-TZVPD.

CARTESIAN COORDINATES (ANGSTROEM)
C1 -3.85 -1.59 -0.93
N1 -2.85 -1.47 0.14
C2 -3.35 -0.81 1.38
C3 -1.56 -0.97 -0.25
C4 -0.82 -1.65 -1.41
N2 0.30 -0.61 -1.68
C5 1.62 -0.87 -2.32
C6 2.70 -0.67 -1.29
C7 3.09 -1.76 -0.48
F1 2.64 -3.06 -0.85
C8 3.95 -1.54 0.59
C9 4.41 -0.26 0.89
C10 4.03 0.83 0.16
C11 3.19 0.61 -0.99
Br1 2.86 2.10 -2.01
C12 -0.43 0.73 -1.72
C13 -1.41 0.57 -0.54
C14 -0.95 1.45 0.60
C15 0.32 1.33 1.12
C16 0.73 2.04 2.30
C17 -0.22 2.79 2.99
C18 -1.43 2.98 2.44
N3 -1.82 2.33 1.28
H1 -4.61 -2.27 -0.63
H2 -4.30 -0.60 -1.25
H3 -3.47 -2.18 -1.77
H4 -3.29 0.25 1.33
H5 -2.81 -1.10 2.17
H6 -4.33 -1.22 1.62
H7 -0.97 -1.15 0.67
H8 -1.34 -1.74 -2.32
H9 -0.50 -2.69 -1.15
H10 1.76 -0.27 -3.24
H11 1.58 -1.89 -2.69
H12 4.27 -2.45 1.05
H13 5.04 -0.17 1.75
H14 4.26 1.84 0.35
H15 -1.01 0.72 -2.62
H16 0.17 1.65 -1.63
H17 -2.33 0.98 -0.89
H18 1.03 0.68 0.51
H19 1.76 2.13 2.53
H20 0.00 3.32 3.83
H21 -2.06 3.67 2.98

Calculated values
electronic energy: -96234.096 eV
lowest unoccupied orbital energy: 0.7 eV
2S+1: 1
frontier orbital gap: 0.319 hartree
SMILES: CN(C)[C@H]1CN(Cc2c(F)cccc2Br)C[C@@H]1c1ccccn1
largest force on an atom: 4.27 eV/A

---

A structure of composition C17H29N3NaOSeV in a non-equilibrium geometry. Source: the OMol25 dataset; level of theory: wB97M-V/def2-TZVPD.

CARTESIAN COORDINATES (ANGSTROEM)
N1 1.53 -1.17 -0.73
C1 2.30 -2.10 -0.86
O1 3.03 -3.03 -1.00
Na1 -2.54 -0.86 -1.18
V1 0.20 -0.01 0.07
N2 -1.18 0.85 -1.00
N3 1.18 1.17 1.10
C2 -0.89 1.45 -2.33
C3 2.62 1.50 1.02
C4 -2.18 1.59 -3.15
C5 -0.26 2.83 -2.17
C6 0.08 0.53 -3.06
C7 3.41 0.39 1.72
C8 2.94 2.83 1.69
C9 3.05 1.57 -0.44
H1 -2.68 0.62 -3.32
H2 -1.93 2.00 -4.14
H3 -2.90 2.28 -2.68
H4 -0.96 3.54 -1.71
H5 0.02 3.23 -3.15
H6 0.64 2.80 -1.55
H7 1.01 0.37 -2.50
H8 0.33 0.97 -4.03
H9 -0.36 -0.46 -3.25
H10 3.11 0.31 2.77
H11 4.48 0.63 1.67
H12 3.25 -0.58 1.23
H13 2.80 2.79 2.78
H14 2.32 3.64 1.27
H15 3.99 3.08 1.50
H16 4.12 1.82 -0.47
H17 2.50 2.36 -0.98
H18 2.92 0.62 -0.97
C10 -2.10 1.62 -0.15
H19 -2.20 1.13 0.84
H20 -1.76 2.65 0.03
H21 -3.12 1.68 -0.59
C11 0.51 1.53 2.35
H22 -0.37 0.90 2.51
H23 1.18 1.40 3.21
H24 0.17 2.59 2.34
Se1 -1.08 -1.57 1.44
C12 -1.51 -3.05 0.24
C13 -0.49 -3.89 -0.23
C14 -0.76 -4.76 -1.28
C15 -2.05 -4.83 -1.83
C16 -3.08 -4.05 -1.30
C17 -2.83 -3.21 -0.21
H25 0.50 -3.85 0.22
H26 0.04 -5.40 -1.67
H27 -2.25 -5.52 -2.66
H28 -4.10 -4.13 -1.70
H29 -3.64 -2.67 0.29

Calculated values
electronic energy: -120052.721 eV
lowest unoccupied orbital energy (spin up / spin down): -9.0 / -9.0 eV
ΔE to the lowest compared entry with this formula, charge and spin: 0.0 kJ/mol
2S+1: 1
frontier orbital gap (spin up / spin down): 0.235 / 0.236 hartree
total charge: +2
largest force on an atom: 3.22 eV/A

---

A cluster of 7 separate species, C29H48O8 in total in a non-equilibrium geometry. Source: the OMol25 dataset; level of theory: wB97M-V/def2-TZVPD.

CARTESIAN COORDINATES (ANGSTROEM)
C1 3.70 -1.67 -2.14
C2 3.98 -0.63 -3.01
C3 3.17 0.73 -3.06
C4 2.44 0.92 -1.69
C5 3.08 1.88 -0.76
C6 2.49 2.08 0.56
C7 1.28 1.37 0.99
C8 0.65 0.44 0.04
C9 1.21 0.18 -1.32
C10 0.52 -0.83 -2.25
O1 0.97 -1.20 -3.32
C11 -0.88 -1.44 -1.87
C12 -1.58 -2.26 -2.88
C13 -2.90 -2.79 -2.53
C14 -3.45 -2.50 -1.18
C15 -2.73 -1.73 -0.19
C16 -1.41 -1.18 -0.53
C17 -0.63 -0.34 0.50
O2 -1.00 -0.31 1.66
H1 3.65 -1.43 -1.04
H2 3.48 -2.72 -2.44
H3 4.81 -0.78 -3.76
H4 2.43 0.66 -3.91
H5 3.86 1.59 -3.27
H6 4.00 2.42 -1.10
H7 3.02 2.81 1.23
H8 0.89 1.56 2.01
H9 -1.13 -2.46 -3.88
H10 -3.51 -3.40 -3.23
H11 -4.46 -2.91 -0.95
H12 -3.11 -1.51 0.84
C18 8.47 1.40 -1.52
C19 7.33 0.69 -2.23
O3 6.32 1.63 -2.60
H13 8.11 1.91 -0.63
H14 9.25 0.69 -1.23
H15 8.92 2.16 -2.16
H16 6.88 -0.05 -1.58
H17 7.69 0.19 -3.14
H18 6.73 2.28 -3.18
C20 -0.85 -2.53 5.35
C21 0.24 -1.56 5.76
O4 1.19 -1.39 4.71
H19 -0.42 -3.50 5.09
H20 -1.57 -2.67 6.15
H21 -1.37 -2.16 4.46
H22 0.78 -1.94 6.63
H23 -0.18 -0.58 6.01
H24 0.71 -1.05 3.94
C22 1.35 0.92 8.47
C23 0.22 1.91 8.32
O5 -0.25 2.34 9.60
H25 1.02 0.05 9.04
H26 1.71 0.58 7.50
H27 2.19 1.36 9.02
H28 -0.62 1.46 7.79
H29 0.55 2.79 7.76
H30 0.50 2.74 10.06
C24 -8.53 -2.39 -1.99
C25 -7.21 -2.40 -2.72
O6 -6.34 -3.38 -2.16
H31 -8.38 -2.19 -0.93
H32 -9.20 -1.64 -2.40
H33 -9.02 -3.37 -2.06
H34 -6.72 -1.43 -2.63
H35 -7.35 -2.61 -3.78
H36 -6.77 -4.24 -2.26
C26 -9.62 -0.25 -6.74
C27 -8.46 -1.18 -6.48
O7 -8.76 -2.06 -5.40
H37 -9.86 0.34 -5.85
H38 -9.40 0.44 -7.56
H39 -10.52 -0.81 -6.99
H40 -7.57 -0.61 -6.20
H41 -8.23 -1.77 -7.37
H42 -9.54 -2.57 -5.65
C28 6.62 4.68 0.99
C29 5.44 4.68 1.95
O8 4.92 3.36 2.10
H43 6.32 4.29 0.02
H44 7.02 5.68 0.86
H45 7.42 4.03 1.37
H46 4.64 5.31 1.56
H47 5.74 5.06 2.93
H48 5.63 2.81 2.45

Calculated values
electronic energy: -47225.815 eV
lowest unoccupied orbital energy: -0.6 eV
ΔE to the lowest compared entry with this formula, charge and spin: 210.0 kJ/mol
2S+1: 1
frontier orbital gap: 0.266 hartree
SMILES: C=CCc1cccc2c1C(=O)c1ccccc1C2=O.CCO.CCO.CCO.CCO.CCO.CCO
largest force on an atom: 3.11 eV/A

---

The molecule C3H4ClN in a non-equilibrium geometry. Source: the OMol25 dataset; level of theory: wB97M-V/def2-TZVPD.

CARTESIAN COORDINATES (ANGSTROEM)
C1 -1.48 -1.69 0.01
C2 -0.81 -0.72 0.31
C3 -0.04 0.53 0.33
N1 1.02 0.59 -0.75
Cl1 1.98 2.05 -0.56
H1 -2.10 -2.52 0.10
H2 0.51 0.64 1.15
H3 -0.82 1.37 -0.06
H4 1.74 -0.24 -0.51

Calculated values
electronic energy: -17184.313 eV
lowest unoccupied orbital energy: 0.6 eV
ΔE to the lowest compared entry with this formula, charge and spin: 330.1 kJ/mol
2S+1: 1
frontier orbital gap: 0.381 hartree
SMILES: C#CCNCl
largest force on an atom: 6.39 eV/A

---

- Among the records above, which one has the highest electronic energy?
  C6H14OSi

---

Repeat the fourth record exactly.
A structure of composition C17H29N3NaOSeV in a non-equilibrium geometry. Source: the OMol25 dataset; level of theory: wB97M-V/def2-TZVPD.

CARTESIAN COORDINATES (ANGSTROEM)
N1 1.53 -1.17 -0.73
C1 2.30 -2.10 -0.86
O1 3.03 -3.03 -1.00
Na1 -2.54 -0.86 -1.18
V1 0.20 -0.01 0.07
N2 -1.18 0.85 -1.00
N3 1.18 1.17 1.10
C2 -0.89 1.45 -2.33
C3 2.62 1.50 1.02
C4 -2.18 1.59 -3.15
C5 -0.26 2.83 -2.17
C6 0.08 0.53 -3.06
C7 3.41 0.39 1.72
C8 2.94 2.83 1.69
C9 3.05 1.57 -0.44
H1 -2.68 0.62 -3.32
H2 -1.93 2.00 -4.14
H3 -2.90 2.28 -2.68
H4 -0.96 3.54 -1.71
H5 0.02 3.23 -3.15
H6 0.64 2.80 -1.55
H7 1.01 0.37 -2.50
H8 0.33 0.97 -4.03
H9 -0.36 -0.46 -3.25
H10 3.11 0.31 2.77
H11 4.48 0.63 1.67
H12 3.25 -0.58 1.23
H13 2.80 2.79 2.78
H14 2.32 3.64 1.27
H15 3.99 3.08 1.50
H16 4.12 1.82 -0.47
H17 2.50 2.36 -0.98
H18 2.92 0.62 -0.97
C10 -2.10 1.62 -0.15
H19 -2.20 1.13 0.84
H20 -1.76 2.65 0.03
H21 -3.12 1.68 -0.59
C11 0.51 1.53 2.35
H22 -0.37 0.90 2.51
H23 1.18 1.40 3.21
H24 0.17 2.59 2.34
Se1 -1.08 -1.57 1.44
C12 -1.51 -3.05 0.24
C13 -0.49 -3.89 -0.23
C14 -0.76 -4.76 -1.28
C15 -2.05 -4.83 -1.83
C16 -3.08 -4.05 -1.30
C17 -2.83 -3.21 -0.21
H25 0.50 -3.85 0.22
H26 0.04 -5.40 -1.67
H27 -2.25 -5.52 -2.66
H28 -4.10 -4.13 -1.70
H29 -3.64 -2.67 0.29

Calculated values
electronic energy: -120052.721 eV
lowest unoccupied orbital energy (spin up / spin down): -9.0 / -9.0 eV
ΔE to the lowest compared entry with this formula, charge and spin: 0.0 kJ/mol
2S+1: 1
frontier orbital gap (spin up / spin down): 0.235 / 0.236 hartree
total charge: +2
largest force on an atom: 3.22 eV/A

---

Repeat the fourth record exactly.
A structure of composition C17H29N3NaOSeV in a non-equilibrium geometry. Source: the OMol25 dataset; level of theory: wB97M-V/def2-TZVPD.

CARTESIAN COORDINATES (ANGSTROEM)
N1 1.53 -1.17 -0.73
C1 2.30 -2.10 -0.86
O1 3.03 -3.03 -1.00
Na1 -2.54 -0.86 -1.18
V1 0.20 -0.01 0.07
N2 -1.18 0.85 -1.00
N3 1.18 1.17 1.10
C2 -0.89 1.45 -2.33
C3 2.62 1.50 1.02
C4 -2.18 1.59 -3.15
C5 -0.26 2.83 -2.17
C6 0.08 0.53 -3.06
C7 3.41 0.39 1.72
C8 2.94 2.83 1.69
C9 3.05 1.57 -0.44
H1 -2.68 0.62 -3.32
H2 -1.93 2.00 -4.14
H3 -2.90 2.28 -2.68
H4 -0.96 3.54 -1.71
H5 0.02 3.23 -3.15
H6 0.64 2.80 -1.55
H7 1.01 0.37 -2.50
H8 0.33 0.97 -4.03
H9 -0.36 -0.46 -3.25
H10 3.11 0.31 2.77
H11 4.48 0.63 1.67
H12 3.25 -0.58 1.23
H13 2.80 2.79 2.78
H14 2.32 3.64 1.27
H15 3.99 3.08 1.50
H16 4.12 1.82 -0.47
H17 2.50 2.36 -0.98
H18 2.92 0.62 -0.97
C10 -2.10 1.62 -0.15
H19 -2.20 1.13 0.84
H20 -1.76 2.65 0.03
H21 -3.12 1.68 -0.59
C11 0.51 1.53 2.35
H22 -0.37 0.90 2.51
H23 1.18 1.40 3.21
H24 0.17 2.59 2.34
Se1 -1.08 -1.57 1.44
C12 -1.51 -3.05 0.24
C13 -0.49 -3.89 -0.23
C14 -0.76 -4.76 -1.28
C15 -2.05 -4.83 -1.83
C16 -3.08 -4.05 -1.30
C17 -2.83 -3.21 -0.21
H25 0.50 -3.85 0.22
H26 0.04 -5.40 -1.67
H27 -2.25 -5.52 -2.66
H28 -4.10 -4.13 -1.70
H29 -3.64 -2.67 0.29

Calculated values
electronic energy: -120052.721 eV
lowest unoccupied orbital energy (spin up / spin down): -9.0 / -9.0 eV
ΔE to the lowest compared entry with this formula, charge and spin: 0.0 kJ/mol
2S+1: 1
frontier orbital gap (spin up / spin down): 0.235 / 0.236 hartree
total charge: +2
largest force on an atom: 3.22 eV/A